Entry 1:
The following is a DFT calculation (the ωB97M-V functional and the def2-TZVPD basis) of a molecular structure, C23H25GeMnN2O7S.

Structure (XYZ):
```
60
Properties=species:S:1:pos:R:3:forces:R:3:nbo_charge:R:1
Mn 0.470 0.178 0.892 1.8 1.5 -1.9 1.631
O -3.013 0.163 1.963 0.1 0.2 0.0 -0.898
S -1.645 -0.109 1.711 -1.9 -0.6 0.9 2.512
O -0.670 1.012 2.120 -0.1 0.4 0.3 -0.906
O -1.070 -1.339 2.228 -0.1 0.0 0.0 -0.970
O -1.288 -0.088 0.203 0.0 0.0 -0.3 -0.959
O 1.316 -1.478 0.223 -0.7 -0.1 0.1 -0.636
C 1.646 -1.528 1.447 2.1 -1.2 0.2 0.775
O 1.967 -0.405 1.982 -0.6 0.2 0.3 -0.669
C 1.799 -2.792 2.230 0.5 0.1 -0.1 -0.509
C 3.308 -3.053 2.533 -0.6 0.8 -0.3 -0.801
Ge 4.317 -1.556 3.422 0.6 -0.7 0.5 1.573
C 5.796 -2.593 4.277 -0.4 0.3 -0.2 -0.437
C 6.053 -2.586 5.645 0.0 0.0 0.0 -0.228
C 7.074 -3.362 6.179 0.0 0.0 0.0 -0.200
C 7.855 -4.150 5.348 0.0 0.0 0.0 -0.217
C 7.616 -4.161 3.981 0.0 0.0 -0.1 -0.234
C 6.593 -3.387 3.454 0.0 0.0 0.0 -0.152
C 5.294 -0.309 2.246 -0.5 -0.1 0.2 -0.348
C 5.076 -0.185 0.877 0.0 0.0 0.0 -0.225
C 5.828 0.705 0.123 0.0 0.0 -0.1 -0.217
C 6.790 1.496 0.733 0.0 0.0 0.0 -0.213
C 7.003 1.395 2.101 0.0 0.0 0.0 -0.201
C 6.266 0.489 2.847 -0.1 0.0 0.1 -0.235
C 3.353 -0.684 4.899 0.1 -0.1 -0.6 -0.456
C 3.214 0.700 4.931 0.0 -0.1 0.0 -0.137
C 2.571 1.312 5.997 0.0 0.1 0.0 -0.228
C 2.056 0.546 7.032 0.0 0.0 0.0 -0.204
C 2.174 -0.836 6.998 0.0 -0.1 0.0 -0.212
C 2.822 -1.448 5.934 0.0 0.0 0.0 -0.212
H 1.366 -3.601 1.645 0.0 -0.1 0.1 0.237
H 1.249 -2.671 3.163 -0.1 0.0 -0.1 0.259
H 3.811 -3.296 1.593 0.1 0.0 0.1 0.228
H 3.387 -3.922 3.185 0.1 0.0 0.0 0.245
H 5.447 -1.969 6.298 0.0 0.0 0.0 0.217
H 7.260 -3.351 7.246 0.0 0.0 0.0 0.210
H 8.651 -4.755 5.764 0.0 0.0 0.0 0.211
H 8.227 -4.773 3.329 0.0 0.0 0.0 0.210
H 6.411 -3.395 2.384 0.1 0.0 0.0 0.195
H 4.317 -0.781 0.385 0.0 0.0 0.0 0.205
H 5.666 0.778 -0.945 0.0 0.0 0.0 0.209
H 7.378 2.189 0.144 0.0 0.0 0.0 0.211
H 7.746 2.019 2.582 0.0 0.0 0.0 0.213
H 6.443 0.392 3.913 0.1 0.1 0.0 0.218
H 3.598 1.293 4.110 0.0 0.1 0.0 0.208
H 2.473 2.390 6.021 0.0 0.0 0.0 0.213
H 1.558 1.023 7.866 0.0 0.0 0.0 0.213
H 1.768 -1.436 7.802 0.0 0.0 0.0 0.214
H 2.917 -2.528 5.908 0.0 0.0 0.1 0.211
C 0.660 3.609 -3.571 -0.1 -0.1 0.1 -0.426
N 1.247 2.958 -2.419 0.0 0.0 -0.1 -0.602
C 0.583 2.180 -1.541 0.3 0.1 0.0 0.805
N -0.729 1.967 -1.752 0.2 -0.1 0.1 -0.823
O 1.215 1.718 -0.561 -0.6 -0.6 0.5 -0.757
H 1.423 4.208 -4.058 0.0 0.0 0.0 0.227
H -0.162 4.267 -3.278 0.0 0.0 0.0 0.204
H 0.291 2.875 -4.292 0.0 0.0 0.0 0.197
H 2.208 3.131 -2.184 0.0 -0.1 0.0 0.418
H -1.150 2.178 -2.638 0.0 0.0 0.0 0.401
H -1.192 1.313 -1.133 -0.1 0.0 0.0 0.442
```
Forces are in eV/Å.

For the relative energy (zero: lowest compared OMol25 entry of this formula, charge and spin), the calculation gives 109.5 kJ/mol. The HOMO-LUMO gap (spin up / spin down) is 7.421 / 8.524 eV. Its calculated total energy is -140243.0210 eV. As for the spin multiplicity: 5. The LUMO energy (spin up / spin down) comes out at -1.6 / -0.5 eV. Its expectation value of S² is 6.0543. For the HOMO energy (spin up / spin down), the calculation gives -8.98 / -8.98 eV.

=====

Entry 2:
The following is a DFT calculation (the ωB97M-V functional and the def2-TZVPD basis) of a molecular structure, C23H25IrN8O2S3.

Structure (XYZ):
```
62
Properties=species:S:1:pos:R:3:forces:R:3:nbo_charge:R:1
Ir -0.569 0.017 -0.494 -0.2 3.6 0.2 1.204
O 1.416 -1.998 -0.364 0.2 -0.8 0.1 -0.983
S 2.464 -1.029 -0.500 -0.4 -1.5 -0.2 2.289
O 3.239 -0.996 -1.692 0.0 0.6 0.1 -0.864
N 1.399 0.360 -0.395 0.0 -1.3 -0.3 -0.644
C 1.928 1.594 -0.518 0.0 -0.1 0.2 0.156
C 3.284 1.950 -0.646 0.0 0.0 0.0 -0.081
C 3.621 3.293 -0.697 0.0 0.0 0.0 -0.209
C 2.635 4.267 -0.636 0.2 0.1 0.0 -0.002
C 1.270 3.934 -0.532 -0.2 0.0 0.0 -0.130
C 0.231 4.879 -0.489 0.0 -0.1 0.0 0.009
C -1.056 4.403 -0.379 0.1 0.0 0.0 -0.272
C -1.298 3.035 -0.333 -0.1 -0.1 0.1 0.199
N -0.337 2.092 -0.401 -0.1 0.4 -0.1 -0.458
C 0.929 2.573 -0.481 0.1 0.2 0.0 0.158
C 3.449 -1.062 0.925 0.1 0.5 0.0 -0.347
C 2.845 -1.080 2.182 0.0 0.0 0.0 -0.207
C 3.653 -1.164 3.299 0.0 0.0 0.0 -0.185
C 5.036 -1.235 3.153 0.0 0.0 0.0 -0.127
C 5.623 -1.216 1.895 0.0 0.0 0.0 -0.188
C 4.831 -1.120 0.762 0.0 0.0 0.0 -0.176
H 4.050 1.191 -0.715 0.0 0.0 0.0 0.262
H 4.658 3.584 -0.788 0.0 0.0 0.0 0.273
H 2.911 5.315 -0.678 0.0 0.0 0.0 0.262
H 0.442 5.941 -0.535 0.0 0.0 0.0 0.265
H -1.902 5.073 -0.328 0.0 0.0 0.0 0.271
H -2.307 2.676 -0.217 0.0 0.0 0.0 0.251
H 1.767 -1.036 2.280 0.0 0.0 0.0 0.216
H 3.216 -1.182 4.288 0.0 0.0 0.0 0.242
H 5.662 -1.306 4.033 0.0 0.0 0.0 0.253
H 6.698 -1.279 1.795 0.0 0.0 0.0 0.257
H 5.268 -1.120 -0.228 0.0 0.0 0.0 0.258
C -5.714 2.087 0.992 0.0 0.0 0.0 -0.598
C -5.723 1.879 -0.518 0.0 0.1 0.0 -0.465
C -4.541 1.116 -1.024 -0.1 0.0 0.1 0.130
N -3.368 1.135 -0.507 0.0 -0.3 0.2 -0.308
N -2.456 0.373 -1.207 -0.4 -1.3 -0.9 -0.419
C -3.010 -0.250 -2.269 0.1 0.3 0.2 0.278
N -2.362 -1.050 -3.105 0.0 -0.1 0.0 -0.737
S -4.671 0.130 -2.457 0.1 -0.1 0.0 0.505
H -6.518 2.764 1.270 0.0 0.0 0.0 0.252
H -4.772 2.516 1.333 0.0 0.0 0.0 0.207
H -5.869 1.145 1.517 0.0 0.0 0.0 0.223
H -5.730 2.843 -1.038 0.0 0.0 0.0 0.257
H -6.632 1.365 -0.837 0.0 0.0 0.0 0.251
H -1.386 -1.256 -2.975 0.0 0.0 0.0 0.422
H -2.840 -1.492 -3.875 0.0 0.0 0.0 0.444
C 0.415 -5.288 -1.241 0.0 0.0 0.0 -0.613
C -0.577 -4.178 -1.583 0.0 0.0 0.0 -0.476
C -0.908 -3.310 -0.425 0.0 0.1 -0.1 0.212
N -1.253 -2.059 -0.493 0.7 -0.1 0.1 -0.342
N -1.401 -1.450 0.717 0.0 0.0 0.3 -0.385
C -1.181 -2.261 1.747 0.0 0.0 0.0 0.280
N -1.239 -1.880 3.013 0.0 0.0 0.0 -0.727
S -0.840 -3.872 1.214 -0.1 -0.1 0.0 0.543
H 0.637 -5.865 -2.135 0.0 0.0 0.0 0.263
H 0.002 -5.981 -0.505 0.0 0.0 0.0 0.223
H 1.349 -4.877 -0.859 0.0 0.0 0.0 0.230
H -1.513 -4.609 -1.953 0.0 0.0 0.0 0.269
H -0.184 -3.531 -2.369 0.0 0.0 0.0 0.244
H -1.561 -0.950 3.239 0.0 0.0 0.0 0.437
H -1.204 -2.552 3.765 0.0 0.0 0.0 0.445
```
Forces are in eV/Å.

For the relative energy (zero: lowest compared OMol25 entry of this formula, charge and spin), the calculation gives 187.0 kJ/mol. The HOMO-LUMO gap (spin up / spin down) is 5.419 / 5.393 eV. Its calculated total energy is -75589.4050 eV. As for the spin multiplicity: 2. The LUMO energy (spin up / spin down) comes out at -11.8 / -11.8 eV. Its expectation value of S² is 0.7856. Its total charge is +3. For the HOMO energy (spin up / spin down), the calculation gives -17.17 / -17.23 eV.

=====

Entry 3:
The following is a DFT calculation (the ωB97M-V functional and the def2-TZVPD basis) of a molecular structure, C23H25N2O5PS7Tl.

Structure (XYZ):
```
64
Properties=species:S:1:pos:R:3:forces:R:3:nbo_charge:R:1
Tl -0.702 -0.224 -0.330 0.2 -0.2 0.2 1.315
O 0.411 -6.193 -3.623 0.0 0.1 0.1 -0.596
C 0.320 -5.116 -3.081 0.0 -0.2 -0.1 0.178
S 0.853 -4.793 -1.430 0.0 0.0 -0.1 0.319
C 0.427 -3.088 -1.391 0.2 0.0 0.1 -0.432
C -0.136 -2.577 -2.497 -0.1 0.1 -0.2 -0.411
S -0.757 -0.968 -2.765 0.0 0.1 -0.1 -0.200
S -0.361 -3.682 -3.847 0.0 0.0 0.0 0.329
S 0.714 -2.292 0.130 0.1 -0.1 0.2 -0.206
C -2.656 3.798 0.672 0.0 0.0 0.0 -0.671
C -2.387 2.355 0.391 -0.4 -0.2 0.0 0.244
N -1.282 1.806 0.719 0.1 0.2 -0.1 -0.179
O -0.350 2.613 1.323 0.1 -0.1 0.1 -0.601
C -3.411 1.498 -0.226 0.2 0.2 0.1 0.038
C -4.837 1.935 -0.361 0.0 0.1 0.1 -0.666
N -3.027 0.309 -0.581 -0.5 -0.1 -0.2 -0.048
O -3.873 -0.544 -1.019 0.3 -0.1 0.0 -0.599
H -1.734 4.363 0.560 0.0 0.0 0.0 0.244
H -2.995 3.935 1.702 0.0 0.0 0.0 0.231
H -3.421 4.184 0.001 0.0 0.0 0.0 0.219
H 0.478 2.054 1.117 -0.1 0.0 -0.1 0.518
H -5.169 2.512 0.505 0.0 0.0 0.0 0.203
H -5.455 1.046 -0.462 0.0 0.0 0.0 0.250
H -4.993 2.550 -1.253 0.0 0.0 0.0 0.211
O 1.186 0.945 0.313 0.3 0.1 -0.2 -0.894
C 2.479 1.212 -0.134 0.0 -0.1 0.2 0.161
C 3.303 1.565 1.114 -0.1 0.0 -0.1 -0.199
C 3.212 0.949 2.326 0.1 0.0 0.1 -0.256
C 4.125 1.476 3.286 -0.1 -0.1 -0.1 -0.258
C 4.885 2.487 2.778 0.0 -0.1 0.1 -0.447
S 4.488 2.804 1.149 0.1 0.1 -0.2 0.463
C 3.115 -0.003 -0.817 -0.1 0.1 0.0 -0.209
C 2.777 -0.536 -2.025 0.0 -0.1 -0.1 -0.264
C 3.482 -1.735 -2.327 -0.1 0.1 0.0 -0.246
C 4.356 -2.078 -1.340 0.0 -0.1 -0.1 -0.442
S 4.322 -0.958 -0.055 0.0 0.0 0.1 0.467
C 2.510 2.414 -1.085 -0.1 -0.1 -0.1 -0.209
C 1.826 3.585 -0.935 -0.1 0.1 0.0 -0.262
C 2.129 4.543 -1.943 0.0 -0.1 0.1 -0.258
C 3.049 4.080 -2.836 -0.1 0.1 0.0 -0.449
S 3.526 2.486 -2.470 0.1 -0.1 0.0 0.477
H 2.505 0.150 2.510 0.0 0.0 0.0 0.244
H 4.206 1.118 4.304 0.0 0.0 0.0 0.213
H 5.644 3.069 3.278 0.0 0.0 0.0 0.226
H 2.027 -0.106 -2.674 -0.1 0.0 0.0 0.246
H 3.327 -2.315 -3.228 0.0 0.0 0.1 0.221
H 5.011 -2.935 -1.298 0.0 0.0 0.0 0.229
H 1.122 3.759 -0.130 0.1 -0.1 -0.1 0.241
H 1.681 5.526 -1.994 0.0 0.0 0.0 0.212
H 3.452 4.581 -3.703 0.0 0.0 0.0 0.227
C -2.577 -3.331 0.104 0.0 -0.1 -0.3 -1.062
P -2.534 -2.476 1.666 0.1 0.7 0.0 1.988
C -4.252 -2.307 2.153 -0.2 0.1 0.0 -1.020
C -1.779 -3.605 2.830 0.1 -0.1 0.2 -1.022
O -1.858 -1.125 1.670 -0.2 -0.4 0.0 -1.108
H -3.267 -4.176 0.162 0.0 0.0 0.0 0.237
H -1.581 -3.690 -0.155 -0.1 0.0 0.0 0.270
H -2.928 -2.618 -0.653 0.0 -0.1 0.0 0.303
H -4.721 -3.277 2.330 0.0 0.0 0.0 0.228
H -4.766 -1.792 1.337 0.0 0.0 0.0 0.271
H -4.308 -1.694 3.053 0.0 0.0 0.0 0.243
H -2.314 -4.556 2.862 0.0 0.0 0.0 0.232
H -1.770 -3.148 3.821 0.0 0.0 0.0 0.242
H -0.750 -3.769 2.503 0.0 0.0 0.0 0.270
```
Forces are in eV/Å.

For the relative energy (zero: lowest compared OMol25 entry of this formula, charge and spin), the calculation gives 23.5 kJ/mol. The HOMO-LUMO gap is 6.805 eV. Its calculated total energy is -127304.2982 eV. The LUMO energy comes out at 2.4 eV. Its total charge is -1. For the HOMO energy, the calculation gives -4.44 eV.